Formula: C11H32O7S
Source: OMol25
Level of theory: the ωB97M-V functional and the def2-TZVPD basis

- SMILES string = CCOS(C)(=O)=O.CCO.CCO.CCO.CCO
- net charge = 0
- energy above the lowest of the compared OMol25 structures with the same formula, charge and spin (kJ/mol) = 152.08
- multiplicity = 1

Positions of all 51 atoms, in Å:
C (-5.61, -7.01, -0.53)
C (-6.31, -7.51, -1.79)
O (-7.02, -8.71, -1.42)
H (-6.31, -6.96, 0.31)
H (-5.04, -6.10, -0.72)
H (-4.83, -7.72, -0.25)
H (-5.46, -7.73, -2.44)
H (-6.89, -6.77, -2.35)
H (-6.70, -9.47, -1.90)
C (-5.67, 9.08, 0.99)
C (-4.20, 9.54, 0.95)
O (-4.06, 10.76, 1.70)
H (-6.02, 9.15, 2.02)
H (-5.71, 7.99, 0.95)
H (-6.34, 9.63, 0.33)
H (-3.76, 9.72, -0.03)
H (-3.46, 8.82, 1.30)
H (-3.39, 11.28, 1.25)
C (-3.60, 1.50, -1.55)
C (-2.34, 2.14, -2.13)
O (-2.04, 3.26, -1.42)
H (-4.31, 2.28, -1.29)
H (-3.34, 0.93, -0.66)
H (-3.99, 0.67, -2.14)
H (-2.65, 2.55, -3.09)
H (-1.47, 1.48, -2.20)
H (-1.84, 3.95, -2.06)
C (7.64, 6.24, -1.02)
C (6.46, 5.33, -1.57)
O (6.94, 4.60, -2.71)
H (7.38, 6.90, -0.19)
H (8.03, 6.93, -1.77)
H (8.53, 5.70, -0.68)
H (5.49, 5.81, -1.74)
H (6.20, 4.64, -0.77)
H (7.69, 4.06, -2.48)
O (4.17, -8.45, 0.71)
S (4.59, -7.28, 1.53)
O (5.97, -6.68, 1.48)
O (3.52, -5.99, 1.32)
C (4.02, -4.60, 1.34)
C (2.89, -3.79, 2.04)
C (4.07, -7.67, 3.29)
H (4.09, -4.16, 0.34)
H (5.01, -4.42, 1.74)
H (2.93, -2.71, 1.88)
H (2.92, -4.05, 3.10)
H (1.94, -4.07, 1.60)
H (4.64, -6.93, 3.84)
H (4.23, -8.73, 3.53)
H (3.01, -7.45, 3.33)

Atomic partial charges in e from the Löwdin method, atoms 1 to 8: atom 1 (C): -0.10, atom 2 (C): -0.31, atom 3 (O): -0.09, atom 4 (H): 0.07, atom 5 (H): 0.07, atom 6 (H): 0.07, atom 7 (H): 0.10, atom 8 (H): 0.10

Formula: C11H33N11O22
Source: OMol25
Level of theory: the ωB97M-V functional and the def2-TZVPD basis

- SMILES string = C[N+](=O)[O-].C[N+](=O)[O-].C[N+](=O)[O-].C[N+](=O)[O-].C[N+](=O)[O-].C[N+](=O)[O-].C[N+](=O)[O-].C[N+](=O)[O-].C[N+](=O)[O-].C[N+](=O)[O-].C[N+](=O)[O-]
- net charge = 0
- energy above the lowest of the compared OMol25 structures with the same formula, charge and spin (kJ/mol) = 220.48
- multiplicity = 1

Positions of all 77 atoms, in Å:
C (-18.01, -14.81, 7.31)
N (-18.30, -15.71, 8.48)
O (-18.08, -15.29, 9.62)
O (-18.73, -16.82, 8.26)
H (-17.02, -14.94, 6.88)
H (-18.06, -13.86, 7.85)
H (-18.79, -14.85, 6.55)
C (-14.93, -15.80, 5.20)
N (-15.27, -17.29, 5.35)
O (-14.39, -18.11, 5.11)
O (-16.39, -17.65, 5.66)
H (-14.73, -15.25, 6.12)
H (-15.81, -15.35, 4.75)
H (-14.07, -15.59, 4.56)
C (-13.30, -8.03, 4.56)
N (-14.27, -9.11, 4.87)
O (-15.36, -9.00, 4.29)
O (-13.96, -10.03, 5.69)
H (-13.23, -7.28, 5.34)
H (-13.82, -7.59, 3.71)
H (-12.33, -8.49, 4.34)
C (-16.64, -11.85, 4.50)
N (-18.14, -12.03, 4.58)
O (-18.83, -11.10, 4.26)
O (-18.57, -13.07, 4.96)
H (-16.25, -11.67, 5.50)
H (-16.38, -11.02, 3.84)
H (-16.14, -12.70, 4.04)
C (-10.52, -15.05, 6.86)
N (-11.87, -14.53, 7.30)
O (-12.31, -14.78, 8.43)
O (-12.45, -13.88, 6.44)
H (-10.70, -15.90, 6.20)
H (-9.92, -15.49, 7.66)
H (-9.96, -14.26, 6.37)
C (-11.46, -10.31, 12.42)
N (-11.09, -10.47, 11.00)
O (-11.31, -11.55, 10.46)
O (-10.60, -9.55, 10.40)
H (-11.48, -9.28, 12.77)
H (-10.60, -10.83, 12.85)
H (-12.40, -10.81, 12.64)
C (-13.70, -11.69, 8.56)
N (-15.10, -12.18, 8.46)
O (-15.45, -13.00, 7.61)
O (-15.90, -11.65, 9.24)
H (-13.77, -10.69, 8.99)
H (-13.38, -11.76, 7.52)
H (-13.13, -12.45, 9.11)
C (-13.77, -5.59, 7.98)
N (-12.98, -6.86, 8.10)
O (-11.78, -6.81, 7.98)
O (-13.62, -7.85, 8.52)
H (-13.63, -4.97, 8.86)
H (-14.79, -5.80, 7.64)
H (-13.27, -5.01, 7.20)
C (-18.67, -12.77, 11.61)
N (-18.61, -11.61, 12.53)
O (-17.54, -10.92, 12.51)
O (-19.64, -11.32, 13.14)
H (-18.46, -13.67, 12.19)
H (-17.91, -12.58, 10.85)
H (-19.71, -12.91, 11.32)
C (-11.71, -11.98, 4.29)
N (-12.83, -12.28, 3.39)
O (-13.02, -11.53, 2.47)
O (-13.56, -13.25, 3.61)
H (-11.04, -11.27, 3.80)
H (-11.07, -12.83, 4.47)
H (-11.90, -11.51, 5.26)
C (-15.60, -8.57, 11.40)
N (-14.46, -8.08, 12.23)
O (-14.67, -8.11, 13.47)
O (-13.42, -7.81, 11.65)
H (-15.82, -7.94, 10.53)
H (-16.45, -8.51, 12.08)
H (-15.45, -9.60, 11.06)

Atomic partial charges in e from the Löwdin method, atoms 1 to 8: atom 1 (C): 0.03, atom 2 (N): -0.42, atom 3 (O): 0.02, atom 4 (O): 0.08, atom 5 (H): 0.07, atom 6 (H): 0.08, atom 7 (H): 0.09, atom 8 (C): 0.04

Formula: C11H34B3N8O20PS
Source: OMol25
Level of theory: the ωB97M-V functional and the def2-TZVPD basis

- SMILES string = N=[PH2]B1OBOB(CCCCS(=O)(=O)O)O1.C[N+](=O)[O-].C[N+](=O)[O-].C[N+](=O)[O-].C[N+](=O)[O-].C[N+](=O)[O-].C[N+](=O)[O-].C[N+](=O)[O-]
- net charge = 0
- multiplicity = 1

Positions of all 78 atoms, in Å:
N (-0.40, -1.01, -3.02)
P (0.17, -1.90, -1.82)
B (1.09, -0.81, -0.50)
O (0.25, -0.15, 0.43)
B (0.91, 0.87, 1.14)
O (2.22, 1.32, 0.90)
B (2.75, 0.75, -0.30)
C (3.56, 1.64, -1.34)
C (3.60, 1.08, -2.79)
C (2.21, 0.88, -3.46)
C (1.99, 1.81, -4.70)
S (1.07, 3.28, -4.16)
O (0.62, 4.08, -5.33)
O (1.90, 4.07, -3.22)
O (-0.29, 2.82, -3.38)
O (2.49, -0.65, -0.46)
H (-1.41, -1.07, -3.07)
H (-0.93, -2.53, -1.17)
H (1.05, -2.90, -2.33)
H (0.30, 1.41, 2.01)
H (4.61, 1.65, -0.97)
H (3.23, 2.69, -1.27)
H (4.24, 1.75, -3.39)
H (4.11, 0.11, -2.75)
H (1.35, 1.01, -2.80)
H (2.18, -0.15, -3.84)
H (2.90, 2.05, -5.25)
H (1.32, 1.27, -5.39)
H (-0.26, 3.24, -2.50)
C (4.52, -0.88, 2.71)
N (5.39, -2.04, 3.01)
O (6.43, -1.82, 3.59)
O (5.00, -3.12, 2.64)
H (4.99, 0.02, 3.09)
H (4.40, -0.82, 1.63)
H (3.56, -1.05, 3.20)
C (-1.42, 4.40, 1.16)
N (-1.05, 3.94, -0.21)
O (-0.78, 4.78, -1.03)
O (-1.04, 2.75, -0.42)
H (-1.38, 5.48, 1.18)
H (-2.43, 4.05, 1.35)
H (-0.71, 3.97, 1.85)
C (-4.06, -4.91, -1.40)
N (-3.36, -3.61, -1.23)
O (-3.34, -3.10, -0.13)
O (-2.83, -3.13, -2.21)
H (-4.47, -5.21, -0.44)
H (-4.84, -4.76, -2.13)
H (-3.33, -5.63, -1.75)
C (-0.02, 1.74, 5.80)
N (0.19, 3.08, 5.20)
O (-0.01, 3.21, 4.01)
O (0.55, 3.96, 5.94)
H (-0.33, 1.06, 5.02)
H (0.93, 1.42, 6.23)
H (-0.78, 1.84, 6.56)
C (-6.27, -6.46, -5.33)
N (-5.73, -6.56, -3.96)
O (-4.54, -6.46, -3.81)
O (-6.53, -6.75, -3.07)
H (-5.45, -6.29, -6.02)
H (-6.78, -7.39, -5.56)
H (-6.97, -5.62, -5.35)
C (2.03, 5.54, 3.19)
N (1.52, 6.59, 2.27)
O (0.32, 6.78, 2.24)
O (2.34, 7.18, 1.61)
H (1.20, 5.10, 3.72)
H (2.54, 4.79, 2.59)
H (2.72, 6.02, 3.88)
C (-2.59, -4.45, 3.06)
N (-2.24, -3.67, 4.27)
O (-2.49, -4.16, 5.34)
O (-1.72, -2.59, 4.09)
H (-3.04, -5.39, 3.36)
H (-3.29, -3.86, 2.47)
H (-1.67, -4.62, 2.50)

Atomic partial charges in e from the Löwdin method, atoms 1 to 8: atom 1 (N): -0.30, atom 2 (P): 0.80, atom 3 (B): -0.58, atom 4 (O): 0.19, atom 5 (B): -0.33, atom 6 (O): 0.21, atom 7 (B): -0.49, atom 8 (C): -0.06

no.,gap between HOMO and LUMO (eV),E_HOMO (Ha),E_tot (eV)
1,10.874,-0.3754,-37089.62987
2,9.472,-0.3874,-73345.86474
3,7.852,-0.3038,-86967.67120